A 2-piece molecular cluster, C4H13NOS2 overall in a non-equilibrium geometry. Source: the OMol25 dataset; level of theory: ωB97M-V with the def2-TZVPD basis set.

Values from the calculation:
HOMO energy	-8.827	eV
strongest force on any atom	2.7	eV/A
lowest unoccupied orbital energy	0.551	eV
energy	-29566.3803	eV
SMILES string	CSSC[C@@H](C)N.O
energy relative to the best compared isomer or geometry (same formula, charge and spin)	23.1	kcal per mole

ORCA input file:
```
! RIJCOSX wB97M-V def2-TZVPD def2/J DEFGRID3
* xyz 0 1
C -0.32 -1.72 2.08
S 0.92 -0.45 2.38
S 0.18 1.40 2.25
C 0.57 2.06 0.54
C -0.23 1.50 -0.69
C 0.70 1.05 -1.76
N -1.05 0.31 -0.38
H 0.08 -2.70 1.88
H -0.97 -1.76 2.97
H -1.04 -1.44 1.30
H 0.31 3.11 0.49
H 1.64 1.90 0.48
H -0.91 2.27 -1.02
H 1.41 0.25 -1.52
H 1.23 1.87 -2.25
H 0.16 0.61 -2.61
H -0.62 -0.59 -0.55
H -1.56 0.36 0.49
O -0.50 -2.82 -1.27
H -0.24 -2.44 -2.14
H 0.22 -2.80 -0.67
*
```